{
  "formula": "C5H6N6",
  "method": "ωB97M-V/def2-TZVPD",
  "smiles": "[H]/N=C(\\N)NC#N.N#CC=C=N",
  "e_lumo_ev": 0.40,
  "e_homo_ev": -9.10,
  "de_lowest_kcal_mol": 99.2,
  "multiplicity": 1,
  "e_tot_ha": -522.5560,
  "symbols": ["C", "C", "C", "C", "C", "N", "N", "N", "N", "N", "N", "H", "H", "H", "H", "H", "H"],
  "coordinates": [[2.19, 1.34, 1.44], [1.16, -0.67, 0.52], [0.67, 0.94, 3.34], [1.93, 1.01, 2.71], [-1.16, -0.81, -0.17], [2.38, 1.88, 0.40], [2.20, -1.20, 0.34], [-0.30, 1.17, 3.91], [-0.05, -0.26, 0.60], [-0.83, -1.42, -1.35], [-2.31, -0.49, 0.13], [2.80, 0.76, 3.27], [-0.31, 0.27, 1.36], [-0.08, -2.08, -1.62], [-1.73, -1.55, -1.86], [-3.04, -0.85, -0.48], [2.22, 1.74, -0.60]],
  "lowdin_charge": [-0.22, -0.40, -0.27, -0.12, -0.53, 0.24, 0.17, 0.15, 0.13, 0.12, 0.14, 0.11, 0.08, 0.12, 0.12, 0.05, 0.12]
}

{
  "formula": "C5H6NO",
  "method": "ωB97M-V/def2-TZVPD",
  "total_charge": 1,
  "e_lumo_ev": [-6.03, -6.03],
  "e_homo_ev": [-14.13, -14.13],
  "de_lowest_kcal_mol": 198.3,
  "multiplicity": 1,
  "e_tot_ha": -323.5539,
  "symbols": ["C", "C", "C", "C", "C", "N", "O", "H", "H", "H", "H", "H", "H"],
  "coordinates": [[0.46, -1.51, 1.48], [1.66, -0.64, 1.52], [-1.64, 1.03, -1.06], [-0.53, 0.49, -1.83], [-0.33, 1.53, -0.47], [0.44, -0.66, 0.57], [0.43, 1.42, -1.49], [0.20, -2.52, 1.85], [1.58, 0.19, 2.14], [2.56, -1.04, 1.23], [-2.12, 1.90, -1.40], [-2.42, 0.38, -0.61], [-0.29, -0.58, -1.93]],
  "lowdin_charge": [-0.07, -0.05, 0.01, 0.02, 0.11, 0.08, 0.16, 0.14, 0.07, 0.06, 0.13, 0.16, 0.16]
}

{
  "formula": "C5H6NO",
  "method": "ωB97M-V/def2-TZVPD",
  "total_charge": 1,
  "e_lumo_ev": [-5.46, -7.84],
  "e_homo_ev": [-12.36, -14.69],
  "de_lowest_kcal_mol": 13.4,
  "multiplicity": 3,
  "e_tot_ha": -323.6618,
  "symbols": ["C", "C", "C", "C", "C", "N", "O", "H", "H", "H", "H", "H", "H"],
  "coordinates": [[0.37, -0.71, -3.29], [-0.39, -0.40, -2.13], [1.42, -0.19, -0.55], [-0.43, 0.19, 1.53], [-0.79, 0.20, 0.24], [0.09, -0.07, -0.85], [0.99, -0.84, -4.28], [-1.51, -0.26, -2.29], [1.81, -0.19, 0.47], [2.13, -0.42, -1.35], [0.50, 0.14, 1.90], [-1.30, 0.47, 2.07], [-1.82, 0.32, -0.06]],
  "lowdin_charge": [0.02, 0.06, 0.12, 0.13, -0.10, -0.14, 0.30, 0.18, 0.09, 0.09, 0.03, 0.09, 0.13]
}

{
  "formula": "C5H6NO2",
  "method": "ωB97M-V/def2-TZVPD",
  "smiles": "O=NCCC=C=C[O-]",
  "total_charge": -1,
  "e_lumo_ev": [4.15, 4.17],
  "e_homo_ev": [-2.27, -2.39],
  "de_lowest_kcal_mol": 99.1,
  "multiplicity": 1,
  "e_tot_ha": -399.1959,
  "symbols": ["C", "C", "C", "C", "C", "N", "O", "O", "H", "H", "H", "H", "H", "H"],
  "coordinates": [[-0.22, 0.81, -0.80], [-1.11, -0.01, -1.20], [-1.81, -0.57, -2.26], [0.58, 0.47, 0.38], [0.25, -0.92, 0.84], [-0.84, -1.66, 0.21], [-0.42, -2.75, -0.33], [-1.39, -0.48, -3.43], [-0.03, 1.82, -1.14], [-2.69, -1.23, -2.03], [1.65, 0.60, 0.20], [0.32, 1.17, 1.25], [1.18, -1.60, 0.84], [0.03, -0.80, 1.81]],
  "lowdin_charge": [-0.17, -0.07, -0.36, -0.23, -0.26, -0.16, -0.22, -0.09, 0.09, 0.10, 0.09, 0.12, 0.13, 0.04]
}

{
  "formula": "C5H6NO5",
  "method": "ωB97M-V/def2-TZVPD",
  "total_charge": -1,
  "e_lumo_ev": [3.67, 1.57],
  "e_homo_ev": [-0.19, -3.85],
  "de_lowest_kcal_mol": 0.0,
  "multiplicity": 3,
  "e_tot_ha": -625.0371,
  "symbols": ["C", "C", "C", "C", "C", "N", "O", "O", "O", "O", "O", "H", "H", "H", "H", "H", "H"],
  "coordinates": [[-0.75, 0.08, 1.49], [-0.38, -0.82, -1.04], [1.75, 0.42, -0.68], [-0.12, -0.93, 1.99], [0.34, 0.38, -0.90], [-0.36, 1.61, -1.20], [0.09, -1.96, -0.85], [2.41, 1.46, -0.69], [-1.40, 1.06, 1.32], [-1.69, -0.69, -1.42], [2.35, -0.78, -0.48], [1.64, -1.48, -0.58], [0.52, -1.57, 1.41], [-0.35, -1.23, 3.00], [0.36, 2.31, -1.36], [-0.89, 1.91, -0.38], [-1.81, 0.26, -1.58]],
  "lowdin_charge": [-0.46, -0.48, -0.51, -0.08, -0.16, 0.12, 0.04, 0.05, -0.04, 0.10, 0.07, 0.07, 0.01, 0.00, 0.09, 0.08, 0.09]
}

{
  "formula": "C5H6NO6S",
  "method": "ωB97M-V/def2-TZVPD",
  "total_charge": -1,
  "e_lumo_ev": 3.18,
  "e_homo_ev": -4.71,
  "de_lowest_kcal_mol": 0.0,
  "multiplicity": 1,
  "e_tot_ha": -1098.5815,
  "symbols": ["C", "C", "C", "C", "C", "N", "O", "O", "O", "O", "O", "O", "S", "H", "H", "H", "H", "H", "H"],
  "coordinates": [[-1.92, 1.17, 0.40], [-3.74, -0.22, -0.78], [2.69, -1.71, -0.01], [-0.44, 0.85, 0.86], [2.23, -1.40, -1.22], [0.57, 1.38, 0.20], [-2.10, 2.03, -0.46], [-4.15, 0.71, -1.33], [-2.80, 0.53, 1.06], [-3.44, -1.32, -0.61], [-0.50, -0.08, 1.84], [3.07, 0.82, 0.20], [3.40, -0.49, 1.06], [2.65, -2.62, 0.40], [2.25, -0.31, -1.42], [1.62, -2.04, -1.80], [-1.47, -0.35, 1.75], [1.95, 0.94, 0.29], [0.14, 2.08, -0.43]],
  "lowdin_charge": [-0.60, -0.52, -0.50, -0.28, -0.08, 0.15, 0.02, 0.18, -0.05, 0.17, 0.07, -0.62, 0.79, 0.00, 0.04, 0.03, 0.11, 0.00, 0.09]
}

{
  "formula": "C5H6NOP",
  "method": "ωB97M-V/def2-TZVPD",
  "e_lumo_ev": [-1.89, -1.89],
  "e_homo_ev": [-7.36, -7.36],
  "de_lowest_kcal_mol": 41.5,
  "multiplicity": 1,
  "e_tot_ha": -665.3701,
  "symbols": ["C", "C", "C", "C", "C", "N", "O", "P", "H", "H", "H", "H", "H", "H"],
  "coordinates": [[1.66, 1.07, 0.14], [1.61, -0.27, 0.08], [0.25, 1.46, 0.02], [0.25, -0.70, 0.02], [-0.19, -2.01, -0.22], [-0.54, 0.43, 0.02], [-3.02, -0.36, 0.64], [-2.30, 0.47, -0.33], [2.58, 1.64, 0.15], [2.55, -0.93, 0.23], [-0.17, 2.53, -0.12], [0.50, -2.76, -0.37], [-1.10, -2.27, -0.67], [-2.07, 1.67, 0.42]],
  "lowdin_charge": [-0.02, -0.05, -0.08, -0.31, 0.22, -0.24, -0.57, 0.59, 0.11, 0.16, 0.16, 0.05, 0.06, -0.07]
}

{
  "formula": "C5H6NiO3S",
  "method": "ωB97M-V/def2-TZVPD",
  "total_charge": 2,
  "e_lumo_ev": [-10.92, -13.01],
  "e_homo_ev": [-18.42, -19.48],
  "de_lowest_kcal_mol": 10.1,
  "multiplicity": 3,
  "e_tot_ha": -2325.5126,
  "symbols": ["O", "C", "Ni", "C", "C", "O", "O", "C", "S", "C", "H", "H", "H", "H", "H", "H"],
  "coordinates": [[-1.67, 2.00, -2.06], [-1.09, 1.18, -1.49], [-0.36, -0.46, -1.03], [0.40, -1.93, -1.63], [-1.38, -0.93, -2.37], [0.84, -2.83, -2.22], [-2.17, -1.38, -3.09], [1.75, 0.95, 0.97], [0.79, -0.57, 0.94], [-0.54, 0.00, 2.08], [2.31, 1.00, 0.03], [2.41, 0.83, 1.82], [1.06, 1.79, 1.12], [-0.42, -0.53, 3.02], [-0.39, 1.07, 2.27], [-1.54, -0.20, 1.65]],
  "lowdin_charge": [0.28, 0.03, 0.37, -0.07, -0.07, 0.30, 0.33, -0.29, 0.94, -0.25, 0.07, 0.08, 0.06, 0.07, 0.07, 0.06]
}

{
  "formula": "C5H6O",
  "method": "ωB97M-V/def2-TZVPD",
  "smiles": "CC1(C=O)C=C1",
  "e_lumo_ev": -0.35,
  "e_homo_ev": -9.60,
  "de_lowest_kcal_mol": 106.0,
  "multiplicity": 1,
  "e_tot_ha": -269.1774,
  "symbols": ["C", "C", "C", "C", "C", "O", "H", "H", "H", "H", "H", "H"],
  "coordinates": [[-0.08, 0.08, 0.12], [-0.31, -1.40, 0.17], [-0.85, 0.93, -0.95], [0.55, 0.83, 1.16], [1.25, 0.79, 0.01], [-1.95, 0.70, -1.35], [0.20, 1.52, -1.31], [0.14, 1.60, 1.79], [2.20, 0.30, -0.17], [-0.39, -1.80, -0.85], [0.49, -1.92, 0.70], [-1.25, -1.61, 0.68]],
  "lowdin_charge": [-0.49, -0.03, -0.20, 0.02, -0.02, 0.09, 0.15, 0.11, 0.11, 0.08, 0.08, 0.08]
}

{
  "formula": "C5H6O",
  "method": "ωB97M-V/def2-TZVPD",
  "smiles": "CCC#CC=O",
  "e_lumo_ev": 0.06,
  "e_homo_ev": -9.97,
  "de_lowest_kcal_mol": 76.7,
  "multiplicity": 1,
  "e_tot_ha": -269.2239,
  "symbols": ["C", "C", "C", "C", "C", "O", "H", "H", "H", "H", "H", "H"],
  "coordinates": [[0.09, -1.05, 0.62], [0.60, 0.26, 1.30], [0.12, 1.34, 0.42], [-0.48, 1.24, -0.63], [-1.12, 0.73, -1.81], [-1.25, -0.46, -2.02], [-0.72, -1.49, 1.20], [-0.36, -0.91, -0.38], [0.89, -1.76, 0.44], [1.70, 0.29, 1.37], [0.22, 0.37, 2.33], [-1.47, 1.48, -2.52]],
  "lowdin_charge": [-0.09, -0.22, 0.00, 0.01, -0.26, 0.04, 0.08, 0.03, 0.07, 0.11, 0.10, 0.11]
}

{
  "formula": "C5H6O",
  "method": "ωB97M-V/def2-TZVPD",
  "smiles": "Cc1ccco1",
  "e_lumo_ev": 1.11,
  "e_homo_ev": -8.59,
  "de_lowest_kcal_mol": 24.6,
  "multiplicity": 1,
  "e_tot_ha": -269.3070,
  "symbols": ["C", "C", "C", "C", "C", "O", "H", "H", "H", "H", "H", "H"],
  "coordinates": [[1.23, 1.22, -0.91], [0.10, 0.38, -0.32], [0.37, -0.63, 0.55], [-0.85, -1.17, 1.02], [-1.87, -0.54, 0.42], [-1.27, 0.48, -0.49], [2.17, 0.85, -0.46], [1.20, 2.29, -0.67], [1.37, 1.13, -1.99], [1.34, -0.97, 0.83], [-0.94, -1.98, 1.73], [-2.84, -1.06, 0.30]],
  "lowdin_charge": [-0.02, -0.30, -0.08, -0.11, -0.05, -0.01, 0.08, 0.08, 0.08, 0.10, 0.10, 0.12]
}

{
  "formula": "C5H6O",
  "method": "ωB97M-V/def2-TZVPD",
  "e_lumo_ev": 0.95,
  "e_homo_ev": -8.73,
  "de_lowest_kcal_mol": 89.7,
  "multiplicity": 1,
  "e_tot_ha": -269.2033,
  "symbols": ["C", "C", "C", "C", "C", "O", "H", "H", "H", "H", "H", "H"],
  "coordinates": [[2.67, -0.25, 0.08], [1.26, 0.13, 0.05], [0.10, 0.46, 0.03], [-1.34, 0.75, -0.01], [-2.03, -0.49, -0.52], [-3.11, -0.71, 0.19], [2.85, -1.01, 0.85], [3.30, 0.62, 0.32], [2.99, -0.65, -0.88], [-1.54, 1.49, -0.80], [-1.71, 1.15, 0.94], [-3.44, -1.50, -0.25]],
  "lowdin_charge": [-0.11, -0.08, -0.07, -0.24, -0.08, 0.02, 0.08, 0.08, 0.08, 0.12, 0.11, 0.09]
}

Number 9 is which compound? C5H6O